# 1
23
Properties=species:S:1:pos:R:3:forces:R:3:lowdin_charge:R:1 method="wB97M-V/def2-TZVPD" charge=-1 relative_energy_ev=0.000
C -2.94383 -1.97314 1.61556 0.33 -0.44 -0.31 -1.05
C 1.77842 -1.05715 -1.94456 -0.08 0.16 0.06 -0.11
C 1.97581 1.37896 0.09862 -0.10 -0.19 0.04 -0.07
C -0.91408 0.79509 1.66717 0.15 0.07 0.07 -0.03
C 0.67690 -0.09619 -1.51500 0.13 -0.25 0.16 -0.27
C 0.82239 0.38698 -0.06719 -0.04 0.11 -0.12 -0.42
C -0.46170 0.99898 0.44246 0.01 -0.01 0.16 -0.67
O -2.84581 -1.12161 0.73933 0.10 0.14 -0.46 -0.21
S -3.88159 -1.94184 3.00655 -0.50 0.06 0.85 0.29
S -1.39948 1.98863 -0.70396 0.26 0.22 -0.15 0.76
H 1.80829 -1.92712 -1.29071 0.01 -0.11 0.04 0.07
H 2.75644 -0.58109 -1.92016 0.15 0.01 -0.02 0.06
H 1.59766 -1.39992 -2.96060 0.05 -0.09 -0.12 0.06
H 2.07114 1.66471 1.14486 0.03 0.06 0.03 0.08
H 1.78464 2.27670 -0.48729 0.03 0.13 -0.07 0.08
H 2.91596 0.93882 -0.22468 0.17 0.02 -0.08 0.06
H -1.83811 1.20838 2.03029 -0.18 0.07 0.02 0.06
H -2.35046 -2.91994 1.51397 -0.01 0.24 -0.16 0.02
H -0.38395 0.14801 2.34757 0.09 -0.22 0.06 0.07
H 0.66644 0.76818 -2.18386 -0.10 -0.02 -0.02 0.09
H -0.28733 -0.60142 -1.60574 -0.02 0.11 -0.06 0.11
H 1.02326 -0.48681 0.56452 -0.04 0.06 -0.02 0.14
H -2.57101 1.55278 -0.26714 -0.44 -0.15 0.10 -0.13

=====

# 2
21
Properties=species:S:1:pos:R:3:forces:R:3:lowdin_charge:R:1 method="wB97M-V/def2-TZVPD" charge=0 smiles=CC(C)(C)C1CC1 relative_energy_ev=1.154
C -0.53515 1.67197 0.52653 -0.06 0.04 0.03 -0.05
C -0.54434 0.17021 0.19102 -0.09 -0.04 0.03 -0.60
C -1.22399 -0.04585 -1.15603 -0.05 -0.05 -0.05 -0.05
C -1.22760 -0.62600 1.30122 -0.21 -0.05 0.08 -0.06
C 0.87675 -0.31512 0.22235 -0.05 0.01 0.29 -0.33
C 1.98109 0.10531 -0.68181 -0.02 0.25 0.15 -0.11
C 1.57519 -1.34707 -0.60987 -0.08 -0.18 0.07 -0.09
H 0.03479 1.87923 1.44194 -0.10 -0.12 -0.13 0.09
H -0.08056 2.25805 -0.28253 -0.06 -0.16 0.11 0.08
H -1.55485 2.04309 0.67831 0.08 -0.05 -0.03 0.08
H -2.24552 0.34735 -1.12166 0.09 -0.06 -0.07 0.09
H -0.69021 0.47484 -1.96212 -0.08 -0.09 0.15 0.09
H -1.27407 -1.11072 -1.40813 -0.03 0.13 0.02 0.08
H -0.70165 -0.45735 2.25106 -0.21 0.00 -0.15 0.09
H -2.27674 -0.35012 1.42957 -0.01 -0.06 -0.01 0.08
H -1.15211 -1.69651 1.07440 -0.16 0.14 0.07 0.09
H 1.24029 -0.29269 1.25048 -0.12 -0.06 -0.07 0.13
H 1.86287 0.66618 -1.60932 -0.14 -0.10 0.39 0.11
H 2.68312 0.45513 0.05528 1.24 0.02 -0.92 0.10
H 2.24486 -2.06824 -0.14818 -0.19 0.12 0.04 0.10
H 1.00781 -1.76168 -1.44251 0.25 0.30 0.01 0.10

=====

# 3
21
Properties=species:S:1:pos:R:3:forces:R:3:lowdin_charge:R:1 method="wB97M-V/def2-TZVPD" charge=0 smiles="C=C[C@H](C)C(C)C" relative_energy_ev=0.751
C 1.08447 -1.62025 -0.48026 -0.05 -0.02 0.03 -0.08
C 0.44102 -0.25925 -0.75629 0.08 0.09 0.02 -0.36
C -1.02976 -0.31104 -1.05551 -0.22 -0.16 0.11 -0.17
C -1.86421 -1.29989 -0.75934 0.09 -0.13 -0.63 0.01
C 0.65008 0.74234 0.41068 0.36 0.00 0.36 -0.42
C -0.03863 0.30531 1.70001 -1.10 -0.34 -0.17 -0.08
C 0.29488 2.18500 0.02987 0.00 0.00 0.03 -0.08
H 2.15123 -1.49770 -0.25713 -0.18 0.01 -0.04 0.08
H 0.99611 -2.28046 -1.35003 -0.01 0.11 0.12 0.08
H 0.62541 -2.13382 0.37137 0.05 0.10 -0.12 0.07
H 0.94232 0.16960 -1.63682 -0.04 -0.01 0.14 0.14
H -1.46496 0.59629 -1.46758 0.10 0.03 0.05 0.10
H -1.52802 -2.27708 -0.43613 0.03 0.08 0.26 0.06
H -2.91906 -1.19796 -0.97449 -0.07 -0.02 0.05 0.05
H -1.12883 0.11938 1.48995 0.92 0.34 0.53 0.09
H 0.09912 1.06357 2.48429 -0.22 -0.19 -0.22 0.08
H 1.70063 0.71536 0.70516 0.36 0.11 -0.53 0.13
H 0.38070 -0.63918 2.07578 -0.09 0.25 -0.10 0.07
H 0.67949 2.45589 -0.96134 -0.02 -0.10 0.15 0.08
H -0.78614 2.36328 0.02656 0.10 -0.11 0.00 0.08
H 0.73224 2.88093 0.75227 -0.07 -0.06 -0.05 0.08

=====

# 4
21
Properties=species:S:1:pos:R:3:forces:R:3:lowdin_charge:R:1 method="wB97M-V/def2-TZVPD" charge=0 smiles="C=CCC.C=CC" relative_energy_ev=2.525
C -1.72951 1.48952 0.08006 -0.78 -0.07 0.17 -0.05
C -1.85551 0.16451 0.17458 0.10 0.29 0.10 -0.25
C -1.52863 -0.73694 -0.96921 0.05 -0.05 -0.11 -0.11
C 0.61447 -1.23556 1.78313 0.14 0.09 -0.04 -0.02
C 1.37320 -0.27827 1.25783 -0.11 -0.10 0.11 -0.20
C 1.87740 -0.27390 -0.15823 0.04 0.01 0.04 -0.25
C 1.07357 0.72792 -1.02055 0.21 0.56 0.10 -0.14
H -1.70535 1.99331 -0.88578 0.17 -0.13 0.13 0.07
H -1.64819 2.12672 0.95379 -0.35 -0.05 0.00 0.06
H 0.09097 1.00312 -0.56127 1.14 -0.61 -0.71 0.01
H -1.91632 -0.29809 1.15677 -0.01 0.13 -0.10 0.09
H -1.93051 -0.40649 -1.93158 -0.19 -0.07 0.16 0.09
H -0.44466 -0.58862 -1.06417 -0.49 -0.79 -0.14 0.02
H -1.72799 -1.79655 -0.80037 -0.19 0.18 -0.02 0.08
H 0.19813 -1.15606 2.78415 0.14 -0.01 -0.11 0.06
H 0.34878 -2.12418 1.21090 0.09 0.12 0.08 0.06
H 1.59100 0.61428 1.84581 -0.05 -0.11 -0.03 0.11
H 2.93762 0.00602 -0.18704 -0.13 -0.10 0.06 0.10
H 1.82158 -1.29815 -0.55537 -0.14 0.28 0.00 0.11
H 1.01273 0.36502 -2.05867 -0.23 0.28 0.37 0.09
H 1.54722 1.70238 -1.05477 0.58 0.15 -0.07 0.07

=====

# 5
26
Properties=species:S:1:pos:R:3:forces:R:3:lowdin_charge:R:1 method="wB97M-V/def2-TZVPD" charge=+2 smiles="CC(=C/C([NH3+])=C/N)/C(O)=C(/[NH3+])Cl" relative_energy_ev=3.312
C -0.92448 1.20055 0.42057 1.01 -1.78 1.47 0.03
C -1.61066 -0.10710 0.71289 2.86 0.78 -1.25 -0.25
C 0.29959 1.43264 -0.13089 1.59 1.43 -1.90 -0.19
C -1.21806 -1.18627 -0.02134 -3.94 -1.20 0.73 -0.09
C 1.42492 0.57697 -0.67632 0.95 -4.53 4.87 -0.29
C 2.00589 -0.41795 0.17679 -2.04 3.43 -1.73 -0.71
C 0.79001 2.84179 -0.50809 -1.21 0.01 -0.78 -0.02
N 2.57597 -1.63626 -0.33092 -1.23 -0.77 -0.97 0.16
N -2.68572 -0.15944 1.66549 -1.60 -3.01 1.03 0.22
N -1.85510 -2.35303 -0.40441 -0.93 1.73 1.63 0.13
O 2.19970 0.62331 -1.75609 -1.49 1.28 -2.11 0.10
Cl 1.76797 -0.62750 1.80463 -0.71 0.39 1.96 0.87
H -1.46524 1.98392 0.94405 0.32 0.70 -0.63 0.13
H -0.29259 -1.10154 -0.42390 2.49 0.45 -1.46 0.07
H 0.32549 3.08673 -1.48456 -0.24 0.30 0.62 0.11
H 1.84246 2.99822 -0.74932 0.15 -0.57 0.71 0.10
H 0.48689 3.50549 0.27061 -0.20 0.91 0.17 0.09
H 3.58659 -1.76903 -0.42258 0.17 0.29 -0.07 0.18
H 2.21093 -2.24514 0.46779 0.75 -0.39 -1.79 0.14
H -3.33184 0.61529 1.64841 -0.67 0.42 -0.58 0.17
H -2.51335 -0.26426 2.74007 0.52 -0.05 -2.18 0.24
H -3.16944 -1.08377 1.33434 0.18 2.19 1.46 0.21
H -2.89328 -2.42434 -0.39617 1.39 -0.14 -0.10 0.14
H -1.38030 -2.85166 -1.11374 0.06 -0.73 -0.60 0.10
H 2.06595 -1.72504 -1.26227 1.36 -0.83 1.14 0.20
H 1.75772 1.08744 -2.50503 0.45 -0.30 0.36 0.17

=====

# 6
27
Properties=species:S:1:pos:R:3:forces:R:3:lowdin_charge:R:1 method="wB97M-V/def2-TZVPD" charge=0 smiles="C[C@@H]1CN[C@H](CCS(=O)(=O)CCl)O1"
C -0.95637 0.00221 1.86095 -0.84 1.74 -0.22 -0.13
C -1.84758 -1.14852 1.36991 -2.14 1.58 -0.66 -0.23
C 0.47287 0.10003 1.14157 0.74 -3.11 4.27 -0.43
C -1.62591 0.60637 -0.99091 0.99 -0.60 -1.60 -0.74
C 1.87431 1.21133 -1.74811 0.81 -1.11 0.23 -0.03
C 2.24240 -0.74209 -0.01887 0.43 0.98 0.45 -0.12
C 2.11905 0.81306 -0.29031 -1.08 -0.93 0.04 -0.24
N 0.89860 -1.10678 0.47113 2.22 -0.69 1.21 0.03
O -3.62607 -0.96301 -0.43658 -2.91 0.28 -0.60 -0.32
O -1.49429 -1.95810 -1.12033 0.02 0.50 0.00 -0.34
O 0.79250 1.08857 0.30325 1.01 3.41 -0.90 -0.14
S -2.22799 -0.94150 -0.37976 2.85 -2.31 -0.29 0.56
Cl -2.67180 1.82978 -0.53179 -2.01 2.40 0.44 0.70
H -1.55857 1.00171 1.73951 1.20 -1.77 -0.20 0.12
H -0.93951 -0.04050 2.98417 0.84 -0.23 -1.10 0.12
H -1.55198 -2.21085 1.44052 0.11 0.74 0.36 0.12
H -2.95712 -0.93955 1.65555 2.11 -0.80 0.52 0.13
H 1.18454 0.12007 2.04745 -0.71 0.26 -0.95 0.16
H -1.57043 0.47954 -2.09712 -0.31 -0.07 0.72 0.10
H 2.68521 1.31692 -2.45361 0.76 -0.14 0.32 0.08
H 1.17007 0.55906 -2.23506 -0.35 -0.65 0.06 0.08
H 1.40222 2.13014 -1.69930 -0.93 2.11 -0.04 0.06
H 2.48101 -1.16438 -0.98345 -0.07 -0.68 -0.07 0.11
H 3.07518 -0.98902 0.70608 -1.06 0.31 -0.62 0.13
H 2.89491 1.38688 0.23166 -0.30 0.05 -0.18 0.14
H 0.39054 -1.40346 -0.30936 -1.51 -0.37 -1.14 0.05
H -0.65577 0.96207 -0.65721 0.11 -0.91 -0.04 0.02

=====

| no. | gap between HOMO and LUMO (eV) | calculated total energy (hartree) |
| --- | --- | --- |
| 1 | 6.32 | -1146.1644 |
| 2 | 10.82 | -275.0738 |
| 3 | 10.74 | -275.0887 |
| 4 | 10.25 | -275.0234 |
| 5 | 7.99 | -974.0742 |
| 6 | 10.35 | -1413.8776 |